The following is a DFT calculation (the ωB97M-V functional and the def2-TZVPD basis) of one molecule with the formula C5H10.

Each line ends with the Löwdin charge.
Positions of all 15 atoms, in Å:
C1 1.5820 -0.9040 -1.2958  -0.0835
C2 -0.0034 -1.1599 -0.9755  -0.2910
C3 -0.4866 -0.4799 0.2428  -0.1218
C4 -0.5359 0.9051 0.4270  -0.1027
C5 -1.1238 1.4841 1.7222  -0.0750
H1 1.4826 0.4097 -1.4657  0.1453
H2 2.0401 -1.1861 -0.4999  -0.0466
H3 1.9382 -1.4549 -2.3556  0.1233
H4 -0.0899 -2.3003 -1.0084  0.1130
H5 -0.4114 -0.9421 -1.8972  0.0534
H6 -0.8217 -1.1159 1.1361  0.1234
H7 -0.1019 1.5269 -0.1948  0.0283
H8 -1.9255 2.0620 1.5052  0.0322
H9 -0.2707 2.1710 2.1500  0.1201
H10 -1.2722 0.9842 2.5098  -0.0184

Calculated values
- LUMO (eV) = 1.1
- ΔE to the lowest compared entry with this formula, charge and spin (kJ/mol) = 380.29
- SMILES = C/C=C/CC
- total charge = 0
- E_HOMO (Ha) = -0.326